1.
{
  "formula": "C4H8O2",
  "method": "the ωB97M-V functional and the def2-TZVPD basis",
  "species": ["C", "O", "C", "C", "C", "O", "H", "H", "H", "H", "H", "H", "H", "H"],
  "xyz": [[-2.443946, 0.279124, -0.098297], [-1.398503, -0.658291, -0.117841], [-0.241691, -0.156128, 0.496986], [0.696956, -1.335454, 0.749438], [2.398287, -0.055665, -0.473041], [1.921227, -1.159856, 0.339137], [-2.829278, 0.424004, 0.922948], [-2.123237, 1.259142, -0.487675], [-3.245676, -0.105000, -0.733359], [-0.467756, 0.218218, 1.515606], [0.136918, 0.704194, -0.081769], [1.847830, -0.037525, -1.416105], [2.299909, 0.900732, 0.043277], [3.448954, -0.277494, -0.659305]],
  "forces_ev_per_a": [[-0.301, 0.199, -0.015], [0.018, -0.088, 0.008], [0.159, 0.057, 0.057], [0.175, 0.279, -0.148], [0.057, 0.205, -0.139], [-0.327, -0.218, 0.178], [0.066, -0.019, -0.139], [-0.023, -0.166, 0.025], [0.111, 0.036, 0.119], [0.098, -0.071, -0.092], [-0.027, -0.156, 0.011], [0.093, 0.041, 0.120], [0.058, -0.153, -0.020], [-0.158, 0.055, 0.036]],
  "nbo_charge": [-0.25, -0.52, -0.24, 0.31, -0.29, -0.47, 0.17, 0.16, 0.20, 0.19, 0.15, 0.20, 0.19, 0.21],
  "lumo_energy_ev": 0.7708,
  "gap_ev": 9.06,
  "relative_energy_kj_mol": 454.8,
  "e_tot_ha": -307.53920
}

---

2.
{
  "formula": "CH2NO4P",
  "method": "the ωB97M-V functional and the def2-TZVPD basis",
  "species": ["C", "N", "O", "O", "O", "O", "P", "H", "H"],
  "xyz": [[1.863738, -0.315079, -0.629131], [-1.447798, 0.116852, 0.152382], [-0.428544, -1.538294, -1.722362], [-1.176791, 0.795312, -2.458235], [3.048310, -0.048460, -0.389824], [1.048503, 0.589807, -0.944925], [-0.804161, -0.083366, -1.295876], [1.649936, -1.387886, -0.451623], [-1.410272, 1.121121, 0.496848]],
  "forces_ev_per_a": [[1.651, -0.020, 0.990], [0.055, 1.052, 0.622], [-0.917, 2.023, 1.196], [-0.016, 0.444, 0.342], [1.297, 0.040, 0.111], [-1.913, -0.534, -0.667], [1.064, -1.893, -1.062], [-1.170, 0.479, -0.545], [-0.051, -1.591, -0.988]],
  "nbo_charge": [0.64, -1.48, -1.23, -1.22, -0.79, -0.74, 2.38, 0.10, 0.33],
  "lumo_energy_ev": 7.0010,
  "gap_ev": 6.61,
  "total_charge": -2,
  "relative_energy_kj_mol": 138.2,
  "smiles": "N=P([O-])([O-])OC=O",
  "e_tot_ha": -736.44123
}

---

3.
{
  "formula": "C13H28BiN4O7",
  "method": "the ωB97M-V functional and the def2-TZVPD basis",
  "species": ["O", "H", "Bi", "N", "N", "N", "N", "O", "O", "O", "O", "C", "C", "C", "C", "C", "H", "H", "H", "C", "H", "H", "H", "C", "C", "H", "H", "H", "H", "H", "H", "H", "H", "C", "H", "H", "H", "O", "H", "H", "C", "C", "C", "O", "C", "H", "H", "H", "H", "H", "H", "H", "H"],
  "xyz": [[1.250696, 2.920810, -1.610954], [1.382232, 3.865952, -1.626060], [0.800266, -0.731749, -1.113247], [-0.677567, 1.098182, -2.572999], [-1.059131, 1.551437, -0.089919], [2.627937, -1.338169, 0.258935], [0.926215, -0.454414, 1.693213], [0.061125, 1.314174, -3.577245], [3.740768, -1.477026, -0.586291], [-0.087820, -0.067366, 2.533351], [-1.457309, 1.498514, 1.140016], [-1.843090, 2.336439, -0.908890], [-1.639545, 2.070983, -2.291209], [2.814243, -1.745509, 1.529200], [1.813754, -1.204687, 2.377912], [-2.351214, 2.671847, -3.439936], [-1.699287, 3.403553, -3.959831], [-3.256242, 3.174528, -3.081437], [-2.654585, 1.859265, -4.130559], [-2.955136, 3.202782, -0.391690], [-2.545225, 4.122239, 0.059461], [-3.553257, 2.669837, 0.368506], [-3.644062, 3.514536, -1.192713], [3.920195, -2.613201, 1.988246], [1.718125, -1.543197, 3.826203], [4.756458, -2.617738, 1.265577], [3.544331, -3.647962, 2.123546], [4.247067, -2.223766, 2.970094], [1.013580, -0.919269, 4.382158], [2.687066, -1.437486, 4.329486], [1.423299, -2.583201, 4.040860], [3.516746, -0.816359, -1.307343], [-0.609875, 0.616818, 1.939507], [2.244659, 3.347727, 0.069040], [3.072409, 3.478409, -0.583918], [2.190309, 2.315066, 0.526464], [1.618673, 4.164751, 0.333447], [2.475330, 0.028899, -2.144943], [1.368720, 2.821209, -2.590163], [2.482890, 0.953036, -2.506626], [-2.182773, -3.551954, 0.648211], [-3.168678, -2.660969, -0.121761], [-2.399857, -1.483543, -0.689039], [-1.030865, -1.681107, -0.182514], [-0.885625, -2.785235, 0.766599], [-2.549630, -3.787059, 1.646506], [-2.010980, -4.487219, 0.113197], [-3.953649, -2.298881, 0.546121], [-3.642369, -3.199881, -0.943614], [-2.376189, -1.447096, -1.786228], [-2.740572, -0.508156, -0.327127], [-0.744279, -2.331490, 1.750823], [0.021721, -3.357305, 0.529579]],
  "forces_ev_per_a": [[-1.205, -0.211, -4.052], [-0.241, 0.616, 0.515], [0.429, 2.215, -0.489], [0.803, 0.415, 0.296], [-0.956, 0.362, 0.849], [2.644, -1.356, 1.282], [0.721, -0.970, 3.638], [-0.927, -0.316, -0.026], [-0.703, -0.426, 0.696], [0.313, 0.251, -1.576], [0.432, 0.421, -1.354], [-0.018, -1.583, -0.719], [1.068, -0.989, 1.075], [0.162, 0.703, -4.154], [-3.279, 1.309, -0.869], [-0.173, 0.367, -0.252], [-0.436, -0.449, 0.103], [0.288, -0.014, -0.299], [0.322, 0.592, 0.186], [-0.167, 0.166, 0.159], [-0.171, -0.394, 0.009], [0.425, 0.246, -0.223], [0.416, -0.179, 0.310], [0.606, 0.272, 0.159], [0.041, 0.033, 0.924], [-0.493, -0.009, 0.447], [0.158, 0.520, -0.029], [0.088, -0.445, -0.463], [0.113, 0.024, -0.438], [-0.061, 0.083, -0.268], [0.004, 0.164, -0.506], [0.254, -0.118, 0.101], [-0.068, -0.296, 0.513], [1.957, -1.739, 3.107], [0.674, 0.390, 0.078], [-0.251, 1.677, -0.371], [-0.335, 0.233, 0.447], [-0.195, 1.487, -0.378], [-0.441, -0.797, 0.261], [0.012, -1.302, 0.402], [0.066, -0.591, -0.039], [-0.692, 0.046, -0.037], [0.461, 0.014, 0.507], [-0.948, -0.555, 0.250], [-0.364, 0.769, 0.172], [-0.089, -0.116, -0.132], [-0.107, 0.026, 0.084], [0.049, -0.092, -0.136], [-0.053, -0.097, 0.243], [0.201, -0.152, 0.272], [0.074, -0.232, 0.044], [-0.149, -0.075, -0.087], [-0.255, 0.102, -0.232]],
  "nbo_charge": [-0.91, 0.49, 2.13, -0.11, -0.04, -0.30, -0.12, -0.41, -0.56, -0.55, -0.47, 0.12, 0.20, 0.28, 0.15, -0.68, 0.26, 0.23, 0.25, -0.68, 0.25, 0.25, 0.23, -0.69, -0.70, 0.28, 0.26, 0.25, 0.27, 0.24, 0.25, 0.52, 0.50, -0.56, 0.17, 0.17, 0.18, -1.21, 0.47, 0.52, -0.43, -0.44, -0.06, -0.67, -0.07, 0.24, 0.23, 0.23, 0.23, 0.20, 0.21, 0.21, 0.19],
  "lumo_energy_ev": [-4.9452, -4.9542],
  "gap_ev": [5.79, 4.27],
  "total_charge": 1,
  "relative_energy_kj_mol": 311.0,
  "e_tot_ha": -1471.77598
}